DFT (the ωB97M-V functional and the def2-TZVPD basis) results for a molecular structure, C51H44AlN2O16.

The geometry in XYZ format:
```
114
Properties=species:S:1:pos:R:3:forces:R:3:mulliken_charge:R:1
C 3.642879 -2.853848 -4.488878 0.140 0.255 -0.301 -0.621
C 3.123994 -1.517421 -5.060726 -0.078 0.086 0.397 -0.033
N 2.398892 -0.688082 -4.094546 -0.306 -0.232 -0.151 -0.435
Al 0.771382 0.004675 -4.759007 0.189 0.369 -0.221 0.145
C -0.506377 -1.490817 -5.263033 0.235 0.030 0.424 -0.635
N -0.910937 -2.408901 -4.150988 -0.697 0.154 -0.200 -0.577
H 3.204316 -3.705695 -5.011393 -0.032 -0.068 0.107 0.274
H 4.726181 -2.908769 -4.601751 -0.068 -0.199 0.095 -0.168
H 3.424753 -2.940399 -3.424102 -0.045 -0.021 0.017 0.346
H 2.499322 -1.735001 -5.938055 0.085 0.015 -0.106 0.147
H 3.986383 -0.947689 -5.433529 -0.016 -0.006 -0.152 0.125
H 2.259019 -1.226818 -3.248471 0.083 0.044 0.095 0.207
H 0.070148 1.028356 -3.700459 -0.029 -0.156 0.171 -0.307
H 1.123710 0.826644 -6.135764 0.007 -0.069 -0.045 -0.312
H -0.036304 -2.108690 -6.035011 -0.118 0.040 -0.132 0.311
H -1.415958 -1.056647 -5.699914 -0.024 -0.114 -0.190 0.195
H -0.414665 -3.283242 -4.178084 0.179 -0.003 0.138 0.208
H -0.805268 -1.980266 -3.242083 0.341 -0.046 0.061 0.176
C 9.075069 -2.434650 -7.108375 0.008 -0.005 -0.007 -0.272
C 8.547213 -3.072087 -6.068264 -0.061 0.121 0.078 -0.355
C 7.556612 -2.407335 -5.184841 -0.084 0.099 -0.009 0.362
O 7.074260 -2.983948 -4.234074 0.187 -0.092 0.058 -0.566
C 7.167318 -1.009957 -5.507227 0.004 0.011 -0.015 -0.284
C 7.697183 -0.375406 -6.549779 0.008 -0.012 0.010 -0.437
C 8.693301 -1.036012 -7.429914 -0.020 0.006 0.004 0.329
O 9.179305 -0.457348 -8.380091 0.021 0.007 0.003 -0.565
H 9.797590 -2.901064 -7.765933 -0.014 0.000 -0.017 0.427
H 8.807948 -4.090233 -5.822173 -0.006 -0.021 -0.012 0.418
H 6.432133 -0.554315 -4.854826 -0.023 -0.030 -0.005 0.489
H 7.428886 0.640711 -6.809069 -0.001 -0.005 -0.023 0.423
C -5.177282 -1.404839 -3.895719 -0.010 0.016 0.022 -0.629
C -3.987574 -1.116788 -3.370732 0.130 0.003 -0.062 -0.012
C -3.883056 -0.339547 -2.107002 -0.059 -0.033 -0.023 0.153
O -2.815668 -0.088507 -1.597454 0.025 -0.051 0.072 -0.496
C -5.152459 0.110374 -1.470581 -0.018 0.003 -0.029 -0.412
C -6.336450 -0.180571 -2.000909 0.033 0.021 0.002 -0.087
C -6.435983 -0.967776 -3.255058 0.039 -0.023 -0.035 0.457
O -7.522668 -1.248869 -3.730025 -0.048 0.001 0.056 -0.610
H -5.280565 -1.975747 -4.809813 -0.007 0.005 -0.006 0.441
H -3.051232 -1.444916 -3.818609 0.002 -0.043 0.029 0.394
H -5.043514 0.673140 -0.552639 0.040 0.007 -0.001 0.412
H -7.271423 0.122975 -1.547292 -0.004 -0.018 0.003 0.384
C 9.938647 -8.837039 -5.582818 0.001 0.013 -0.005 -0.417
C 9.737332 -7.533572 -5.752307 0.004 -0.015 0.000 -0.240
C 9.818116 -6.912786 -7.098771 -0.027 -0.008 0.005 0.427
O 9.637898 -5.724051 -7.254347 0.084 -0.063 -0.042 -0.445
C 10.126254 -7.799355 -8.249024 0.007 -0.018 -0.002 -0.431
C 10.327901 -9.102489 -8.078812 -0.003 0.017 0.003 -0.364
C 10.250547 -9.725021 -6.731928 -0.006 0.012 -0.001 0.346
O 10.434903 -10.912547 -6.578171 0.011 -0.016 0.002 -0.548
H 9.885262 -9.313841 -4.612550 -0.001 -0.021 -0.009 0.402
H 9.505923 -6.867455 -4.930616 -0.009 0.016 -0.015 0.444
H 10.175748 -7.321604 -9.219133 -0.009 0.022 0.010 0.420
H 10.555143 -9.770090 -8.900026 -0.002 -0.021 0.014 0.391
C -9.899109 -3.888994 -1.726865 0.004 -0.008 0.024 -0.419
C -9.308929 -2.757451 -1.351453 -0.016 0.032 -0.014 -0.273
C -8.798331 -2.587417 0.030507 -0.008 -0.035 0.013 0.291
O -8.264591 -1.555366 0.382464 -0.042 0.022 -0.088 -0.414
C -8.961651 -3.718576 0.977784 -0.004 -0.015 0.009 -0.375
C -9.552983 -4.847707 0.599875 0.005 0.014 -0.002 -0.377
C -10.069313 -5.022005 -0.782971 0.017 0.013 -0.006 0.322
O -10.608918 -6.052973 -1.123085 -0.019 -0.012 0.002 -0.560
H -10.277608 -4.040780 -2.729506 0.003 -0.018 0.000 0.429
H -9.164516 -1.923040 -2.027479 0.046 -0.019 -0.012 0.424
H -8.579012 -3.563063 1.978847 0.005 0.029 -0.005 0.457
H -9.688550 -5.687558 1.269284 -0.009 -0.015 -0.019 0.408
C -6.880486 0.925422 5.218095 0.009 0.019 -0.007 -0.488
C -5.942141 1.810460 4.895587 -0.019 -0.025 0.009 -0.327
C -5.543877 2.029871 3.479424 0.055 -0.037 -0.018 0.315
O -4.697613 2.847743 3.191679 0.001 0.032 0.016 -0.592
C -6.224747 1.214665 2.446100 -0.013 0.013 0.032 -0.283
C -7.159179 0.323661 2.765113 -0.069 0.056 0.006 -0.295
C -7.565510 0.115724 4.175558 0.086 -0.046 0.002 0.385
O -8.420452 -0.691241 4.478711 -0.019 0.003 0.009 -0.582
H -7.191116 0.749432 6.240442 -0.017 -0.019 -0.008 0.411
H -5.429265 2.415149 5.633719 0.018 0.010 -0.019 0.499
H -5.917137 1.390640 1.424391 0.043 0.007 0.007 0.341
H -7.662572 -0.280678 2.021678 0.022 -0.021 0.051 0.695
C -0.863763 -0.241922 2.403218 0.004 0.004 -0.005 -0.458
C 0.328087 0.123491 2.867291 -0.002 0.000 0.021 -0.428
C 0.457795 0.831222 4.164272 0.024 0.026 -0.021 0.394
O 1.541271 1.173600 4.595327 0.009 0.014 0.018 -0.575
C -0.783053 1.117982 4.924833 0.007 -0.199 -0.060 -0.199
C -1.974656 0.759616 4.458217 0.008 -0.014 -0.008 -0.177
C -2.107717 0.046632 3.163932 0.067 0.057 -0.106 0.357
O -3.190899 -0.289059 2.735286 -0.164 -0.014 0.076 -0.516
H -0.991057 -0.751081 1.456167 -0.030 0.026 -0.017 0.466
H 1.247092 -0.067721 2.328296 0.007 0.018 0.002 0.436
H -0.652317 1.634658 5.861606 -0.021 0.030 0.004 0.334
H -2.894612 0.967431 4.989875 -0.010 -0.002 -0.014 0.369
C 1.058602 4.284002 7.104274 0.021 0.019 0.013 -0.341
C 1.824640 4.906468 7.995571 -0.005 -0.013 0.004 -0.487
C 1.228787 5.682880 9.108999 0.001 0.022 -0.036 0.438
O 1.925037 6.264396 9.917657 0.005 0.043 -0.009 -0.616
C -0.249638 5.737047 9.199119 -0.075 -0.076 0.002 -0.175
C -1.018546 5.115662 8.311826 -0.007 -0.032 0.038 -0.451
C -0.423610 4.342612 7.195496 0.102 0.007 -0.091 0.432
O -1.114097 3.771142 6.378637 -0.127 0.125 0.138 -0.523
H 1.464466 3.707926 6.280678 -0.026 -0.018 -0.003 0.467
H 2.906058 4.881714 7.953678 0.002 0.008 0.019 0.442
H -0.657944 6.315190 10.018395 0.025 0.008 0.008 0.397
H -2.099674 5.149069 8.348897 -0.002 -0.007 -0.023 0.425
C 0.491048 10.285238 6.405866 0.006 0.020 0.007 -0.403
C 1.113695 11.430492 6.667943 -0.008 -0.013 -0.002 -0.374
C 1.810720 11.648546 7.961174 0.000 -0.013 0.000 0.326
O 2.375839 12.692947 8.202528 0.003 0.017 0.005 -0.550
C 1.787665 10.538244 8.947259 -0.010 -0.003 -0.012 -0.497
C 1.165195 9.391899 8.687319 -0.017 -0.012 0.011 -0.023
C 0.467157 9.175980 7.394093 -0.004 0.062 -0.085 0.468
O -0.104613 8.135735 7.143186 0.069 -0.020 0.095 -0.453
H -0.024053 10.100923 5.471699 -0.003 -0.027 0.006 0.422
H 1.145358 12.252155 5.963903 0.014 0.012 0.013 0.400
H 2.305358 10.719115 9.880601 0.007 0.018 -0.006 0.424
H 1.145478 8.572189 9.394889 0.012 -0.017 -0.021 0.259
```
Positions in Å, forces in eV/Å.

Calculated values
molar mass	967.893	g/mol
energy relative to the best compared isomer or geometry (same formula, charge and spin)	0.0	kcal/mol
Kohn-Sham gap	3.27	eV
E_tot	-95929.7117	eV
LUMO energy	-0.7	eV
total charge	-1